Molecular formula: C9H6Co2NO6
Method: DFT, wB97M-V/def2-TZVPD

As for the calculated total energy: -98457.1875 eV. Its HOMO energy is -3.792 eV. Its molecular weight is 342.014 g mol⁻¹. The calculation puts the HOMO-LUMO gap at 6.90 eV. Its lowest unoccupied orbital energy is 3.104 eV.

Geometry as ORCA input:
```
! wB97M-V def2-TZVPD RIJCOSX def2/J DEFGRID3
* xyz -1 1
N 1.7906 -3.5948 1.7918
H 1.7387 -3.1360 2.6983
H 2.7663 -3.8095 1.5899
H 1.2657 -4.4602 1.8606
O 0.3753 2.5402 2.9445
C -0.1435 2.4726 1.9094
Co -0.8102 2.1936 0.3132
C -2.3082 1.4171 0.7500
O -3.2862 0.8759 1.0557
C -1.0564 3.7992 -0.3410
O -1.2149 4.8670 -0.7655
C 0.6585 1.0715 -0.4473
C 0.6903 -0.2938 -0.0898
C 1.1571 -1.0498 0.9061
Co -0.3020 0.0527 -1.5335
C -1.7806 -0.9528 -1.2673
O -2.7242 -1.6143 -1.2024
C 0.5301 -1.0144 -2.7413
O 0.9484 -1.7156 -3.5620
C -1.0263 1.3386 -2.5915
O -1.5481 2.0696 -3.3211
H 1.5601 1.6681 -0.6458
H 1.2000 -2.1514 0.8658
H 1.5196 -0.5734 1.8231
*
```

---

Molecular formula: C19H34CuF6OP2
Method: DFT, wB97M-V/def2-TZVPD

As for the calculated total energy: -101822.2471 eV. Its HOMO energy (alpha / beta) is -5.761 / -7.774 eV. Its molecular weight is 517.962 g mol⁻¹. The calculation puts the HOMO-LUMO gap (alpha / beta) at 6.08 / 8.05 eV. Its lowest unoccupied orbital energy (alpha / beta) is 0.315 / 0.277 eV.

Geometry as ORCA input:
```
! wB97M-V def2-TZVPD RIJCOSX def2/J DEFGRID3
* xyz 0 2
P 0.0691 -1.5765 -1.8505
P -0.0594 1.5818 -1.8852
C -0.1290 -0.6982 -3.4822
C 0.3600 0.7647 -3.4563
H -1.1983 -0.7540 -3.7227
H 0.4068 -1.2869 -4.2352
H 1.4523 0.7964 -3.5597
H -0.0908 1.3307 -4.2779
C -1.7275 2.2388 -2.0738
H -1.9533 2.8662 -1.2019
H -2.4446 1.4095 -2.0902
H -1.7751 2.8091 -3.0065
C 1.0219 2.9426 -1.4873
H 1.0605 3.6217 -2.3454
H 2.0260 2.5637 -1.2581
H 0.6315 3.4698 -0.6074
C -0.9691 -3.0510 -1.9152
H -0.7103 -3.7006 -1.0654
H -0.8129 -3.5691 -2.8730
H -2.0216 -2.7440 -1.8191
C 1.7978 -2.1294 -1.9701
H 2.4669 -1.2556 -1.8906
H 1.9372 -2.6302 -2.9444
H 2.0206 -2.8212 -1.1438
Cu -0.4904 -0.0502 -0.4932
C 0.5316 1.6721 -6.8515
C -0.7826 1.7112 -6.6188
C -1.8326 1.0070 -7.4274
C -1.4130 -0.3577 -7.9953
C -0.7342 -1.2522 -6.9812
C 0.5633 -1.3101 -6.7210
C 1.6445 -0.5446 -7.4281
C 1.2409 0.8571 -7.9084
C 0.2286 -1.5448 0.6327
H 1.2058 2.3712 -6.3369
H -1.1871 2.4564 -5.9357
H -2.1537 1.6394 -8.2725
H -2.7292 0.8536 -6.8083
H -2.3304 -0.8784 -8.3238
H -0.8170 -0.2422 -8.9151
H -1.4264 -1.9879 -6.5439
H 0.9529 -2.1129 -6.0859
H 2.0025 -1.1122 -8.3053
H 2.5172 -0.4376 -6.7647
H 2.1682 1.4021 -8.1634
H 0.6792 0.8115 -8.8537
H 0.9291 -0.9769 1.2479
H 0.7108 -2.4975 0.3828
H -0.6420 -1.7808 1.2574
C 0.1859 2.0580 2.4381
C -1.2464 1.7870 2.0080
O -1.4127 1.0689 0.8775
C -1.9473 1.0338 3.2442
F -1.7666 1.6921 4.4362
F -3.2789 0.8682 3.0805
F -1.3817 -0.2023 3.3838
C -1.9564 3.2177 1.8442
F -1.8599 3.9934 2.9803
F -1.3092 3.9313 0.8520
F -3.2556 3.1563 1.5187
H 0.6795 1.1027 2.6417
H 0.2040 2.6793 3.3327
H 0.7267 2.5692 1.6296
*
```

---

Molecular formula: C21H28N3O2Sm
Method: DFT, wB97M-V/def2-TZVPD

As for the calculated total energy: -48699.6546 eV. Its HOMO energy (alpha / beta) is -8.068 / -8.124 eV. Its molecular weight is 504.834 g mol⁻¹. The calculation puts the HOMO-LUMO gap (alpha / beta) at 8.10 / 8.17 eV. Its lowest unoccupied orbital energy (alpha / beta) is 0.037 / 0.048 eV.

Geometry as ORCA input:
```
! wB97M-V def2-TZVPD RIJCOSX def2/J DEFGRID3
* xyz 0 6
O 0.6392 -0.4270 -2.1408
C 0.5744 0.4405 -3.3644
C 0.4793 -0.7493 -4.3047
H 1.5006 1.0230 -3.4544
H -0.3266 1.0646 -3.3189
C 0.6103 -1.6288 -3.0459
H 1.3058 -0.8008 -5.0228
H -0.4935 -0.8238 -4.8070
C 1.9439 -2.3345 -2.9483
H 2.7603 -1.6058 -3.0259
H 2.0321 -3.0915 -3.7371
H 2.0300 -2.8385 -1.9813
C -0.5791 -2.4994 -2.7044
H -1.5213 -1.9526 -2.8260
H -0.5125 -2.8426 -1.6620
H -0.5787 -3.3879 -3.3462
Sm 0.1957 0.2931 0.0125
C -2.1756 0.0088 1.1598
C -2.2021 1.3891 0.8130
C -2.2455 1.4877 -0.6126
H -2.2620 2.2300 1.5099
C -2.2264 0.1612 -1.1449
C -2.1837 -0.7573 -0.0456
H -2.2340 -1.8386 -0.1286
H -2.2107 -0.3867 2.1708
H -2.3676 2.4005 -1.1938
H -2.3607 -0.0959 -2.1926
C 0.9761 -0.7305 2.3386
C 0.3029 -1.7660 1.6321
C 1.0836 -2.1098 0.4912
H -0.6226 -2.2467 1.9251
C 2.2379 -1.2497 0.4711
C 2.1745 -0.4151 1.6254
H 2.9406 0.2937 1.9393
H 0.6829 -0.3170 3.3049
H 0.8940 -2.9348 -0.1888
H 3.0325 -1.2641 -0.2750
O 2.2539 -0.0304 -7.0656
C 2.0170 -1.2404 -7.8221
C 2.5209 -1.0560 -9.2687
H 0.9300 -1.4568 -7.8203
H 2.5168 -2.0799 -7.3063
C 2.6366 0.4774 -9.4210
H 1.8473 -1.5135 -9.9961
H 3.5186 -1.5057 -9.3542
C 2.8151 0.9559 -7.9676
H 1.6989 0.8743 -9.8314
H 3.4690 0.7738 -10.0629
H 2.3371 1.9267 -7.7760
H 3.8956 1.0676 -7.7559
N 0.7210 2.2802 1.0764
C 0.5862 2.6553 2.2011
N 0.4909 3.1731 3.3515
C 0.0565 2.6063 4.4537
N -0.3125 2.1872 5.4893
*
```

---

Molecular formula: C33H43N7O
Method: DFT, wB97M-V/def2-TZVPD

As for the calculated total energy: -47389.6618 eV. Its HOMO energy is -8.195 eV. As for the structure (SMILES): C#CCCC[C@H]1CCNC1=O.c1cc[nH]c1.c1cc[nH]c1.c1cc[nH]c1.c1cc[nH]c1.c1cc[nH]c1.c1cc[nH]c1. Its molecular weight is 553.755 g mol⁻¹. The calculation puts the HOMO-LUMO gap at 8.24 eV. Its lowest unoccupied orbital energy is 0.044 eV.

Geometry as ORCA input:
```
! wB97M-V def2-TZVPD RIJCOSX def2/J DEFGRID3
* xyz 0 1
C 4.7673 2.6009 -0.5269
C 3.9665 1.6675 -1.0282
C 3.2381 0.3155 -1.5856
C 3.1465 -0.7028 -0.3373
C 1.6845 -1.2979 -0.0226
C 0.4599 -0.2616 -0.1798
C 0.6096 1.2686 0.2983
C -0.8563 1.7935 -0.2316
N -1.0847 1.0028 -1.5180
C -0.3384 -0.2932 -1.6031
O -0.3624 -1.1865 -2.5115
H 5.3639 3.1897 0.2753
H 3.9382 -0.1162 -2.3943
H 2.2404 0.5870 -2.0818
H 3.8244 -1.6156 -0.6067
H 3.6647 -0.2251 0.5926
H 1.4361 -2.2746 -0.6032
H 1.6957 -1.6193 1.1011
H -0.3445 -0.7429 0.5225
H 0.6384 1.5280 1.4178
H 1.3160 1.8822 -0.3811
H -0.9222 2.8795 -0.6009
H -1.7172 1.4491 0.4544
H -1.0362 1.5787 -2.3728
C -4.3016 1.7751 3.6822
C -3.7048 2.8766 4.3433
C -3.1768 3.6978 3.3764
N -3.4290 3.1298 2.1553
C -4.1194 1.9597 2.3327
H -4.8098 0.9398 4.1422
H -3.6661 3.0505 5.4092
H -2.6435 4.6343 3.4515
H -3.1511 3.5131 1.2658
H -4.4192 1.3601 1.4854
C 0.3865 5.5491 -4.3816
C -0.2708 5.6003 -5.6353
C -1.2256 4.6120 -5.6383
N -1.1660 3.9629 -4.4336
C -0.1886 4.5316 -3.6598
H 1.1910 6.1866 -4.0439
H -0.0685 6.2850 -6.4464
H -1.9398 4.3147 -6.3921
H -1.7503 3.1884 -4.1588
H 0.0132 4.1624 -2.6646
C -4.1564 -2.8336 1.1771
C -4.3696 -3.6804 0.0620
C -3.4003 -3.3863 -0.8672
N -2.6129 -2.3901 -0.3557
C -3.0633 -2.0505 0.8927
H -4.7371 -2.8009 2.0879
H -5.1460 -4.4239 -0.0492
H -3.2045 -3.7984 -1.8462
H -1.8235 -1.9718 -0.8250
H -2.5693 -1.2816 1.4692
C 4.1651 -4.9752 2.9931
C 5.0134 -4.1644 2.1993
C 4.7273 -2.8548 2.5007
N 3.7341 -2.8451 3.4442
C 3.3892 -4.1340 3.7540
H 4.1269 -6.0548 3.0074
H 5.7523 -4.5014 1.4862
H 5.1428 -1.9310 2.1254
H 3.3219 -2.0183 3.8481
H 2.6224 -4.3407 4.4860
C -5.9407 6.4204 0.4110
C -6.3671 6.5158 -0.9367
C -5.3998 5.9278 -1.7154
N -4.4024 5.4847 -0.8875
C -4.7272 5.7764 0.4117
H -6.4641 6.7817 1.2846
H -7.2814 6.9648 -1.2976
H -5.3345 5.7879 -2.7844
H -3.5615 5.0165 -1.1874
H -4.0679 5.5028 1.2215
C 4.5805 -8.7329 -0.2078
C 5.5935 -7.9444 -0.8064
C 6.2797 -7.3205 0.2076
N 5.7147 -7.7000 1.3963
C 4.6815 -8.5653 1.1523
H 3.8577 -9.3555 -0.7154
H 5.7990 -7.8444 -1.8626
H 7.1182 -6.6400 0.1858
H 6.0136 -7.3911 2.3085
H 4.1076 -8.9849 1.9656
*
```

---

Molecular formula: C31H35ClFN3O6
Method: DFT, wB97M-V/def2-TZVPD

As for the calculated total energy: -64692.3575 eV. Its HOMO energy is -8.214 eV. As for the structure (SMILES): CCCOCc1c(F)cc2c(c1ON=O)C(=O)c1c(CCN)c([C@@H](Cl)CC)c(CCCCn3cccc3)c(O)c1C2=O. Its molecular weight is 600.087 g mol⁻¹. The calculation puts the HOMO-LUMO gap at 6.79 eV. Its lowest unoccupied orbital energy is -1.424 eV.

Geometry as ORCA input:
```
! wB97M-V def2-TZVPD RIJCOSX def2/J DEFGRID3
* xyz 0 1
C 7.7079 -3.5775 1.9192
C 7.3578 -4.9089 1.0934
C 6.6180 -4.6203 -0.3331
O 6.3836 -3.2108 -0.5514
C 5.1247 -2.9417 -1.1937
C 4.3553 -1.8621 -0.2517
C 4.1208 -2.3383 1.2286
F 4.5425 -3.6018 1.7098
C 3.3546 -1.4225 2.2183
C 2.8661 -0.0632 1.6770
C 3.1067 0.4437 0.2055
C 3.8707 -0.4745 -0.7735
O 4.1011 -0.0960 -2.1392
N 2.9005 -0.1568 -2.8153
O 3.1903 -0.0739 -3.9763
C 2.4960 1.8901 -0.1879
O 3.1677 2.7532 -0.7908
C 0.9859 2.1045 0.3392
C -0.1557 2.7052 -0.5243
C 0.1985 3.1231 -2.0213
C -0.7520 2.4028 -3.1434
N 0.0733 2.0406 -4.3634
C -1.6138 2.8702 0.0714
C -2.8493 3.4953 -0.7118
Cl -2.4672 5.0603 -1.6164
C -3.6566 2.4097 -1.6304
C -4.4735 3.1098 -2.8439
C -1.8218 2.3620 1.5451
C -3.2503 2.3978 2.2968
C -4.1010 1.0271 2.0245
C -3.1900 -0.2016 1.5487
C -3.9606 -1.6038 1.4249
N -5.1985 -1.5702 0.5985
C -5.2349 -1.8658 -0.8190
C -6.7552 -1.7254 -1.1199
C -7.4855 -1.3550 0.2242
C -6.4044 -1.2629 1.3274
C -0.6537 1.7531 2.4040
O -0.8412 1.2994 3.7630
C 0.7634 1.6049 1.8206
C 2.0082 0.9430 2.6087
O 2.2960 1.2124 3.7969
H 8.7119 -3.1593 1.5766
H 7.8078 -3.8983 3.0275
H 6.9044 -2.7716 1.9011
H 8.3314 -5.4819 0.9105
H 6.6858 -5.5713 1.7494
H 7.3484 -4.9996 -1.1390
H 5.6849 -5.2756 -0.3376
H 4.4165 -3.8322 -1.2744
H 5.2246 -2.5056 -2.2540
H 3.1346 -1.7201 3.2980
H 1.2668 2.8896 -2.3463
H 0.1050 4.2763 -2.0674
H -1.0461 1.3944 -2.6759
H -1.6395 3.0629 -3.4114
H 0.8663 2.6946 -4.4627
H 0.5255 1.1451 -4.0820
H -3.6180 3.8051 0.0938
H -3.0043 1.5374 -1.9620
H -4.4685 1.9577 -0.9440
H -5.3565 2.4048 -3.0890
H -4.9746 4.0729 -2.4463
H -3.8029 3.3039 -3.7469
H -3.8535 3.3389 2.0756
H -3.0412 2.4166 3.4337
H -4.5330 0.7301 3.0570
H -4.9634 1.1900 1.2954
H -2.3887 -0.3492 2.3720
H -2.6832 -0.0175 0.5258
H -4.1291 -2.0641 2.4573
H -3.2316 -2.3220 0.8817
H -4.3690 -2.1529 -1.5109
H -7.2595 -1.9010 -2.1244
H -8.5874 -1.1933 0.4422
H -6.4755 -1.0240 2.4400
H -0.3128 1.9441 4.2977
*
```

---

Molecular formula: CaH18O9
Method: DFT, wB97M-V/def2-TZVPD

As for the calculated total energy: -37149.5404 eV. Its HOMO energy is -18.053 eV. Its molecular weight is 202.213 g mol⁻¹. The calculation puts the HOMO-LUMO gap at 11.72 eV. Its lowest unoccupied orbital energy is -6.331 eV.

Geometry as ORCA input:
```
! wB97M-V def2-TZVPD RIJCOSX def2/J DEFGRID3
* xyz 2 1
Ca 0.1490 0.0676 0.2944
O 2.1654 -0.9721 1.0808
H 2.7359 -1.3822 0.4128
H 2.3823 -1.4324 1.9033
O 0.1718 -1.9445 -1.0473
H -0.2073 -1.9799 -1.9441
H 0.1748 -2.8488 -0.7120
O -0.6142 0.8304 2.4483
H -0.4399 0.2424 3.1967
H -1.3754 1.3562 2.7272
O -2.1219 -0.2316 -0.0834
H -2.8647 0.3871 -0.0502
H -2.5521 -1.0929 -0.1980
O 1.7404 1.8791 0.9581
H 1.5181 2.7755 1.2417
H 2.6539 1.7435 1.2428
O -1.1660 -0.3484 -2.9503
H -1.2845 0.4086 -2.3657
H -1.2762 -0.0408 -3.8592
O 1.5968 0.4406 -1.6545
H 2.5579 0.5404 -1.6506
H 1.3052 0.9421 -2.4274
O -0.6230 -1.9182 1.7492
H -1.5695 -2.1049 1.8067
H -0.2047 -2.7041 2.1288
O -0.7744 2.1151 -0.6657
H -0.3734 2.9172 -1.0348
H -1.7039 2.3551 -0.5478
*
```

---

Molecular formula: C11H23N2
Method: DFT, wB97M-V/def2-TZVPD

As for the calculated total energy: -14748.1346 eV. Its HOMO energy (alpha / beta) is -10.960 / -14.139 eV. Its molecular weight is 183.319 g mol⁻¹. The calculation puts the HOMO-LUMO gap (alpha / beta) at 8.09 / 8.72 eV. Its lowest unoccupied orbital energy (alpha / beta) is -2.874 / -5.418 eV.

Geometry as ORCA input:
```
! wB97M-V def2-TZVPD RIJCOSX def2/J DEFGRID3
* xyz 1 3
C 0.0899 -0.9847 0.7497
C -0.5900 -2.7237 -0.7337
C -0.8732 -1.4717 -1.6422
C 1.0328 -1.4051 2.9294
C -0.2990 0.4857 2.5264
C 1.9592 0.4175 1.4995
C -0.3828 0.8737 -3.2582
C -1.7012 1.5891 -1.1983
C 0.9056 1.6966 -1.3998
C 0.7337 -0.3851 1.8828
C -0.4297 0.9492 -1.7329
N -0.2767 -2.1716 0.6237
N -0.0997 -0.3931 -1.2423
H -1.4204 -3.2570 -0.5130
H 0.1949 -3.2971 -1.1204
H -0.7892 -1.8082 -2.6267
H -1.9921 -1.3012 -1.3586
H 0.1818 -2.0822 3.2059
H 1.8772 -2.1335 2.7164
H 1.3437 -0.8823 3.8295
H -1.2582 -0.0204 2.8271
H -0.7621 1.2246 1.7745
H 0.0743 0.9311 3.4573
H 2.3563 0.7545 2.4078
H 1.8518 1.3307 0.9116
H 2.7606 -0.2584 1.1234
H 0.5341 0.3372 -3.6586
H -1.1854 0.3360 -3.6248
H -0.4779 1.8644 -3.8523
H -1.8811 1.3546 -0.1026
H -2.5403 1.0588 -1.6663
H -1.8108 2.6940 -1.3723
H 0.8563 2.1805 -0.4022
H 1.7110 0.9587 -1.3944
H 1.0858 2.5337 -2.2187
H -0.2530 -2.8384 1.3448
*
```

---

Molecular formula: C21H28Cl42F5NO2PS2
Method: DFT, wB97M-V/def2-TZVPD

As for the calculated total energy: -598294.6713 eV. Its HOMO energy is -11.848 eV. Its molecular weight is 2005.584 g mol⁻¹. The calculation puts the HOMO-LUMO gap at 7.29 eV. Its lowest unoccupied orbital energy is -4.553 eV.

Geometry as ORCA input:
```
! wB97M-V def2-TZVPD RIJCOSX def2/J DEFGRID3
* xyz 1 1
C -4.4250 -1.5031 -0.0863
C -3.1317 -1.9042 0.6604
C -2.2406 -0.6950 1.0060
C -1.5800 -0.1361 -0.2506
C -0.6374 1.0472 -0.0533
S 0.5569 0.9233 1.3271
P -0.4644 1.0790 3.3553
N 0.5201 1.7096 4.3567
S 1.3346 -1.0708 1.3300
O 1.2500 -1.5411 2.6733
O 0.7762 -1.8567 0.2798
C 3.1522 -0.7997 0.9691
F 3.8121 -1.8292 1.4662
F 3.5013 0.3172 1.6331
C 3.4794 -0.5485 -0.5272
F 4.7823 -0.3361 -0.6197
F 3.1449 -1.5559 -1.3070
F 2.8322 0.5626 -0.9024
H -5.3058 -1.8862 0.4309
H -4.4392 -1.9251 -1.0936
H -4.5115 -0.4207 -0.2039
H -2.5503 -2.5472 -0.0099
H -3.3481 -2.4830 1.5588
H -1.4846 -1.0580 1.7163
H -2.8700 0.0505 1.5082
H -1.1033 -0.9515 -0.7926
H -2.3782 0.2289 -0.9099
H -0.0160 1.1819 -0.9461
H -1.1391 2.0064 0.1071
H -1.6576 1.7634 3.0877
H -0.8192 -0.2274 3.6992
H 0.2158 2.6126 4.7134
C 1.4249 0.0144 -5.1832
Cl -0.2087 -0.0741 -4.4978
Cl 1.6286 -1.1930 -6.4451
Cl 1.7513 1.6329 -5.7786
H 2.1309 -0.2007 -4.3914
C 0.5497 -5.1516 2.0435
Cl 0.2743 -6.8162 1.5522
Cl -0.5673 -4.6680 3.3204
Cl 2.2300 -4.9136 2.5467
H 0.3715 -4.5105 1.1896
C 3.9749 -7.9723 4.7136
Cl 2.9477 -8.5480 6.0242
Cl 5.5933 -7.5877 5.3024
Cl 4.0512 -9.1503 3.4045
H 3.5421 -7.0614 4.3189
C 3.0553 4.6984 -3.1719
Cl 2.8552 4.7061 -4.9266
Cl 3.1074 3.0576 -2.4945
Cl 4.5110 5.5813 -2.7253
H 2.2052 5.2184 -2.7409
C -1.9843 5.5900 1.5450
Cl -1.9050 6.7405 2.8643
Cl -1.3272 4.0060 2.0715
Cl -3.6107 5.3717 0.9470
H -1.3647 5.9476 0.7322
C 6.2551 -4.1686 3.1070
Cl 6.2828 -4.0794 4.8652
Cl 7.8446 -3.8122 2.4354
Cl 5.6737 -5.7366 2.5307
H 5.5663 -3.4139 2.7530
C 7.1817 -10.4255 7.2791
Cl 6.1639 -10.9926 8.6029
Cl 8.8069 -10.0446 7.8501
Cl 7.2322 -11.6067 5.9711
H 6.7438 -9.5187 6.8870
C -5.2996 6.9030 -2.4370
Cl -3.8725 7.7357 -1.8208
Cl -4.8708 5.8252 -3.7662
Cl -6.1206 5.9975 -1.1592
H -5.9807 7.6527 -2.8173
C 1.3802 8.5696 -1.5865
Cl 2.8092 9.2332 -0.8109
Cl 1.8235 7.5289 -2.9402
Cl 0.3891 7.6842 -0.4138
H 0.7876 9.3881 -1.9740
C 3.4957 -2.2406 -10.1093
Cl 2.1917 -2.9994 -9.1872
Cl 4.5417 -3.4597 -10.8295
Cl 2.8429 -1.1595 -11.3374
H 4.0883 -1.6506 -9.4228
C -1.5341 7.9310 -5.5630
Cl -1.4259 9.1130 -4.2527
Cl -0.9247 6.3554 -5.0460
Cl -3.1907 7.7769 -6.1305
H -0.9172 8.2807 -6.3800
C -4.8598 1.4273 -3.7011
Cl -4.5474 -0.2097 -4.2667
Cl -6.1270 1.4497 -2.4772
Cl -3.3759 2.1826 -3.0906
H -5.1979 2.0166 -4.5433
C -4.4814 -4.7730 5.1237
Cl -4.7656 -4.7323 3.3805
Cl -4.6489 -6.4050 5.7521
Cl -2.8865 -4.1122 5.5050
H -5.2241 -4.1467 5.5996
C -6.5530 2.6696 2.0300
Cl -7.0499 3.5709 0.6006
Cl -5.0396 1.8013 1.7186
Cl -6.3836 3.7336 3.4218
H -7.3165 1.9362 2.2529
*
```